# C9H14N2S2

C9H14N2S2 as an isolated structure at a distorted geometry (the ωB97M-V functional and the def2-TZVPD basis, the Open Molecules 2025 dataset).

## Properties
Net charge: 0
Energy relative to the best compared isomer or geometry (same formula, charge and spin) in kcal/mol: 100.3
HOMO level in Ha: -0.264
Spin multiplicity: 1
LUMO in eV: 0.01
Kohn-Sham gap in Ha: 0.2644

Last column: Löwdin charge in e.
Positions of all 27 atoms, in Å:
S 4.73 -1.20 -0.08  0.920
S 0.61 -1.54 -1.09  0.751
N 3.87 -0.87 1.28  -0.316
N 4.18 0.23 -0.86  -0.234
C -1.10 2.51 -0.99  -0.064
C 1.79 -3.19 0.76  -0.140
C 0.72 -2.24 0.40  -0.831
C 3.15 0.79 -0.20  -0.406
C 3.05 0.10 1.13  -0.194
C 0.10 1.97 -1.96  -0.200
C 1.41 2.40 -1.27  -0.112
C 2.17 1.54 -0.65  -0.011
C -0.37 -2.10 1.39  -0.126
H -2.02 1.90 -1.27  0.088
H -1.24 -2.66 1.15  0.076
H 0.05 -2.31 2.40  0.094
H 1.66 -3.46 1.76  0.052
H -1.23 3.53 -1.13  0.032
H 0.08 0.93 -1.98  -0.007
H 2.81 -2.79 0.59  0.025
H 1.75 -4.06 0.16  0.079
H 4.34 0.23 -1.84  0.091
H 2.27 0.48 1.84  0.145
H 1.60 3.45 -1.24  0.094
H -0.67 -1.06 1.28  0.066
H -0.93 2.19 -0.02  0.029
H 0.05 2.40 -2.97  0.098

# C41H112Cl3F9N8O11PS

A 13-piece molecular cluster, C41H112Cl3F9N8O11PS overall at a distorted geometry (the ωB97M-V functional and the def2-TZVPD basis, the Open Molecules 2025 dataset).

## Properties
Net charge: +3
HOMO level in Ha: -0.499
Spin multiplicity: 1
LUMO in eV: -4.30
Kohn-Sham gap in Ha: 0.3413

Last column: Löwdin charge in e.
Positions of all 186 atoms, in Å:
Cl 6.47 9.35 21.87  0.016
Cl 6.75 13.67 22.16  -0.019
Cl 9.15 7.62 27.26  -0.084
S 12.42 8.27 21.82  0.495
P 14.42 14.23 25.72  0.134
F 15.26 15.57 25.40  -0.162
F 14.70 14.33 27.29  -0.137
F 12.64 7.10 19.45  0.146
F 12.73 5.74 21.13  0.186
F 13.04 15.04 25.92  -0.159
F 14.13 14.26 24.02  -0.234
F 15.75 13.39 25.52  -0.163
F 13.65 12.87 25.86  -0.133
F 10.87 6.61 20.55  0.138
O 7.81 6.45 22.19  -0.140
O 10.53 16.67 23.45  -0.044
O 6.78 11.94 24.89  -0.107
O 20.46 16.72 29.92  -0.028
O 9.29 10.10 29.32  -0.150
O 11.63 9.24 21.07  -0.343
O 8.10 7.43 18.46  -0.045
O 12.13 12.12 20.47  -0.032
O 13.82 8.53 21.84  -0.296
O 11.88 7.88 23.12  -0.321
O 3.83 10.63 20.55  -0.080
N 18.63 15.11 28.05  -0.374
N 15.72 12.18 21.42  -0.372
N 7.90 10.66 18.40  -0.340
N 9.71 10.96 24.71  -0.287
N 8.98 4.63 24.24  -0.370
N 2.68 11.77 22.91  -0.311
N 7.13 17.53 22.46  -0.355
N 8.96 7.57 31.11  -0.368
C 16.50 13.20 22.17  0.008
C 9.98 5.73 23.85  0.024
C 9.06 6.08 31.08  -0.009
C 11.13 10.44 25.12  0.075
C 7.05 16.77 21.11  -0.018
C 13.47 11.76 20.43  -0.268
C 9.19 16.24 23.31  -0.254
C 7.94 12.66 25.28  -0.265
C 9.83 11.63 23.38  -0.005
C 16.00 10.86 21.98  -0.001
C 19.78 16.07 27.73  -0.090
C 3.89 12.00 20.69  -0.285
C 10.26 8.19 30.55  -0.089
C 8.69 11.34 17.29  0.032
C 20.13 17.21 28.67  -0.262
C 8.80 7.90 32.59  0.017
C 1.83 10.48 22.70  0.083
C 17.45 15.87 28.49  0.003
C 10.16 9.72 30.39  -0.211
C 3.97 11.48 23.58  -0.004
C 7.00 5.60 23.01  -0.203
C 9.03 3.60 23.28  -0.030
C 8.99 11.74 25.80  -0.088
C 6.72 10.08 17.70  0.011
C 8.54 17.56 22.95  -0.128
C 1.84 12.81 23.71  0.033
C 18.96 14.19 29.14  -0.010
C 2.87 12.45 21.63  -0.187
C 8.80 9.68 19.17  -0.076
C 9.10 8.39 18.35  -0.235
C 7.67 5.24 24.36  -0.128
C 12.16 6.79 20.65  -0.730
C 9.33 4.12 25.67  0.055
C 6.25 16.90 23.48  -0.022
C 18.31 14.29 26.82  0.022
C 14.24 12.41 21.57  -0.080
C 7.42 11.69 19.34  -0.062
C 7.75 8.05 30.42  -0.032
C 6.59 18.91 22.14  0.013
C 8.94 9.74 24.43  -0.066
C 16.14 12.18 20.00  -0.004
H 4.67 10.32 20.87  -0.072
H 7.27 19.30 21.44  0.088
H 15.76 13.14 19.58  0.135
H 13.90 12.00 19.43  0.121
H 10.80 16.53 24.39  0.123
H 9.74 12.36 26.28  0.134
H 11.59 11.35 20.67  0.037
H 8.31 13.30 24.42  0.074
H 4.66 12.30 23.38  0.053
H 9.32 12.07 17.76  0.108
H 16.65 15.19 28.64  0.084
H 7.86 6.15 24.95  0.111
H 10.08 5.76 31.24  0.102
H 17.70 16.45 29.40  0.131
H 10.38 11.02 22.62  0.101
H 19.24 13.72 26.61  0.127
H 2.37 9.99 21.90  0.096
H 11.14 10.18 30.23  0.124
H 9.41 5.00 26.32  0.042
H 1.68 12.46 24.74  0.116
H 13.99 12.00 22.57  0.155
H 2.81 13.55 21.74  0.151
H 14.01 13.44 21.61  0.121
H 17.03 10.54 21.72  0.130
H 10.04 3.21 23.31  0.116
H 5.57 18.85 21.75  0.112
H 9.67 7.49 33.11  0.117
H 17.21 12.13 19.93  0.100
H 8.30 9.42 20.12  0.064
H 8.83 11.72 22.97  0.057
H 8.72 11.04 26.61  0.136
H 19.38 17.98 28.60  0.120
H 11.81 11.22 24.96  0.072
H 10.32 7.72 29.53  0.066
H 21.01 17.63 28.14  0.148
H 8.78 8.99 32.70  0.099
H 6.93 7.48 30.86  0.110
H 15.26 10.15 21.68  0.066
H 8.49 18.23 23.83  0.151
H 8.71 3.97 22.29  0.124
H 6.96 12.47 18.77  0.097
H 8.37 6.72 19.04  0.087
H 17.44 13.65 26.99  0.096
H 9.08 15.48 22.50  0.093
H 20.64 15.41 27.67  0.135
H 7.70 15.83 21.16  0.039
H 5.97 6.06 23.10  0.146
H 5.26 17.09 23.02  0.110
H 8.28 12.09 19.88  0.092
H 10.25 3.57 25.53  0.100
H 18.03 15.05 26.10  0.101
H 3.75 11.33 24.65  0.125
H 19.45 14.58 30.05  0.115
H 7.96 10.06 24.03  0.046
H 0.79 10.72 22.42  0.121
H 7.38 17.36 20.28  0.094
H 6.27 17.54 24.37  0.119
H 11.17 10.03 26.11  0.097
H 16.26 14.19 21.80  0.117
H 8.55 3.36 25.89  0.120
H 0.94 12.85 23.14  0.093
H 10.03 8.02 18.81  0.104
H 7.97 11.65 16.56  0.099
H 2.19 13.80 23.77  0.089
H 3.62 12.49 19.79  0.127
H 11.25 9.70 24.38  0.048
H 18.06 13.55 29.24  0.124
H 6.68 11.30 20.01  0.019
H 16.07 10.97 23.07  0.123
H 7.82 7.38 32.84  0.131
H 7.70 13.36 26.11  0.134
H 10.97 5.34 23.84  0.103
H 9.36 9.25 23.60  0.075
H 17.10 16.56 27.72  0.121
H 9.24 10.52 16.79  0.104
H 1.93 12.49 21.16  0.121
H 21.19 17.25 30.27  0.116
H 17.59 13.00 22.15  0.131
H 6.36 9.30 18.38  0.111
H 16.14 13.17 23.17  0.064
H 9.80 6.02 22.86  0.057
H 7.91 7.89 29.37  0.002
H 9.39 9.46 28.54  -0.022
H 9.28 8.47 17.22  0.146
H 7.29 7.30 22.18  -0.054
H 8.37 2.76 23.51  0.124
H 5.95 10.83 17.57  0.115
H 6.51 12.20 24.00  -0.055
H 9.20 18.11 22.28  0.144
H 10.35 12.58 23.35  0.110
H 5.99 16.48 21.02  0.095
H 6.77 4.73 22.45  0.095
H 1.91 10.05 23.66  0.087
H 6.45 15.87 23.68  0.039
H 8.90 9.14 25.32  -0.002
H 9.83 6.48 24.62  0.064
H 8.86 5.64 30.07  0.124
H 11.03 7.83 31.21  0.126
H 6.97 9.60 16.81  0.092
H 9.75 10.09 31.35  0.111
H 15.76 11.27 19.49  0.126
H 7.06 4.65 25.00  0.125
H 4.33 10.54 23.22  0.046
H 8.70 15.74 24.15  0.115
H 13.61 10.70 20.44  0.094
H 7.56 9.12 30.64  0.123
H 9.76 10.15 19.30  0.112
H 4.89 12.33 21.02  0.034
H 6.51 19.55 23.07  0.133
H 8.51 5.60 31.85  0.094
H 19.59 16.54 26.75  0.149
H 19.77 13.53 28.77  0.115

# C7H18N3OP

C7H18N3OP in the gas phase at a distorted geometry (the ωB97M-V functional and the def2-TZVPD basis, the Open Molecules 2025 dataset).

## Properties
Net charge: 0
Energy relative to the best compared isomer or geometry (same formula, charge and spin) in kcal/mol: 14.1
HOMO level in Ha: -0.293
Spin multiplicity: 1
LUMO in eV: 0.65
Kohn-Sham gap in Ha: 0.3168

Last column: Löwdin charge in e.
Positions of all 30 atoms, in Å:
P -1.32 0.76 -0.23  0.837
O -1.98 1.91 0.68  -0.204
N 0.05 0.23 0.55  -0.138
N -1.01 1.82 -2.13  -0.191
N 2.12 -1.61 0.22  0.149
C 1.36 0.74 0.16  -0.396
C -2.50 -0.66 -0.08  -0.501
C -2.50 -1.25 1.33  -0.117
C 2.30 -0.42 -0.14  -0.415
C 1.95 1.64 1.24  -0.038
C 3.52 -0.09 -0.94  -0.040
C -2.15 -1.69 -1.14  -0.123
H -3.48 -0.23 -0.29  0.114
H 2.18 1.05 2.13  0.087
H 3.22 0.25 -1.93  0.086
H -1.12 -2.04 -1.00  0.070
H 4.09 0.70 -0.47  0.073
H 1.26 -1.77 0.74  0.037
H -2.59 -0.46 2.07  0.072
H -3.34 -1.93 1.44  0.082
H 4.14 -0.98 -1.04  0.078
H 1.20 1.32 -0.76  0.109
H -2.22 -1.24 -2.13  0.068
H -2.82 -2.54 -1.09  0.080
H 2.87 2.12 0.90  0.075
H -1.58 -1.81 1.51  0.069
H -2.21 2.62 0.07  0.056
H -0.62 1.07 -2.70  -0.161
H 1.24 2.42 1.51  0.080
H -0.05 0.07 1.55  0.103

# C7H10ClN5OS

C7H10ClN5OS in the gas phase at a distorted geometry (the ωB97M-V functional and the def2-TZVPD basis, the Open Molecules 2025 dataset).

## Properties
Net charge: 0
Energy relative to the best compared isomer or geometry (same formula, charge and spin) in kcal/mol: 0.0
HOMO level in Ha: -0.308
Spin multiplicity: 1
LUMO in eV: -0.12
Kohn-Sham gap in Ha: 0.3033

Last column: Löwdin charge in e.
Positions of all 25 atoms, in Å:
Cl 2.71 -2.24 0.05  0.682
S 0.91 0.26 1.92  0.734
O 3.80 0.23 0.29  0.037
N 0.51 -0.79 -0.43  -0.057
N -3.35 -1.24 -0.06  0.017
N -1.35 -0.67 0.97  0.119
N 2.03 -0.76 -0.66  -0.323
N -1.48 -1.63 -1.21  0.149
C -4.10 -1.25 1.20  -0.040
C 2.02 1.73 -0.59  -0.213
C 2.70 2.99 0.00  -0.062
C -2.02 -1.15 -0.08  -0.407
C -0.07 -0.43 0.79  -0.835
C -0.22 -1.42 -1.33  -0.146
C 2.74 0.39 -0.25  -0.598
H 0.39 -1.87 -2.22  0.178
H -3.27 -0.98 1.84  0.067
H -4.63 -2.15 1.25  0.057
H 1.97 1.67 -1.63  0.080
H -3.77 -1.60 -0.88  0.128
H 2.19 3.76 -0.52  0.066
H 0.96 1.85 -0.18  0.101
H 3.77 2.85 -0.36  0.109
H 2.50 2.90 1.00  0.036
H -4.95 -0.44 1.11  0.122

# C4H4O2S

C4H4O2S in the gas phase at a distorted geometry (the ωB97M-V functional and the def2-TZVPD basis, the Open Molecules 2025 dataset).

## Properties
Net charge: 0
Energy relative to the best compared isomer or geometry (same formula, charge and spin) in kcal/mol: 84.7
HOMO level (spin up / spin down) in Ha: -0.278 / -0.293
Spin multiplicity: 1
LUMO (spin up / spin down) in eV: 0.06 / 0.14
Kohn-Sham gap (spin up / spin down) in Ha: 0.2798 / 0.2985

Last column: Löwdin charge in e.
Positions of all 11 atoms, in Å:
S -0.94 1.16 0.72  1.066
O 1.29 1.45 -0.59  -0.035
O 0.56 3.33 0.46  0.098
C -0.93 -1.59 0.19  -0.183
C 1.11 0.20 -0.83  -0.068
C -0.32 -0.27 0.12  -0.572
C 0.47 2.20 0.18  -0.722
H 2.01 -0.49 -0.94  0.124
H -0.73 -2.12 1.25  0.125
H -1.99 -1.59 0.13  0.037
H -0.52 -2.28 -0.70  0.130